Computed, not measured: 2 unconnected molecules or ions with the total composition C3H10N, with ωB97M-V with the def2-TZVPD basis set.

Computed properties:
Total energy ... -174.71191 Eh
ΔE to the lowest compared entry with this formula, charge and spin ... 2.712 eV
Net charge ... +1
LUMO energy ... -4.34 eV
HOMO energy ... -13.06 eV

```
14
Properties=species:S:1:pos:R:3:mulliken_charge:R:1
N -0.6406 0.9826 -1.9988 -0.481
H -0.1438 1.3455 -1.1628 0.332
H 0.0572 0.8500 -2.7863 0.395
H -1.3835 1.6088 -2.2541 0.395
H -1.2038 0.1331 -1.7654 0.307
C 1.2154 0.3146 1.4791 -0.923
C 0.0224 -0.6322 1.2142 0.015
C -0.4609 -1.2029 0.0491 -0.953
H 0.7566 1.1484 1.9283 0.330
H 1.6291 0.5736 0.5264 0.240
H 2.2062 -0.1413 1.9726 0.302
H -0.7025 -0.6243 2.0154 0.319
H -1.5914 -1.0385 -0.1727 0.318
H 0.1988 -1.6103 -0.7637 0.405
```